# C13H38N8O15P

A cluster of 8 separate species, C13H38N8O15P in total (the ωB97M-V functional and the def2-TZVPD basis, OMol25).

Calculated values
HOMO in eV: -3.903
Maximum force in eV/Å: 1.42

ORCA input file:
```
! RIJCOSX wB97M-V def2-TZVPD def2/J DEFGRID3
* xyz -1 1
N 4.492 -2.186 0.921
C 3.014 -2.345 1.003
C 2.268 -0.997 0.882
C 1.024 -0.874 1.815
C -0.364 -0.765 1.145
P -1.602 -2.144 1.667
C -0.503 -3.529 0.861
C 0.213 -4.420 1.850
O 1.029 -5.311 1.578
H 4.792 -2.255 -0.048
H 4.915 -2.989 1.380
H 2.802 -2.811 1.982
H 2.655 -3.059 0.241
H 2.970 -0.181 1.138
H 1.972 -0.830 -0.170
H 1.176 -0.012 2.490
H 1.002 -1.760 2.479
H -0.305 -0.784 0.044
H -0.836 0.198 1.419
H -2.334 -1.978 0.400
H -2.549 -3.207 2.080
H -0.915 -2.295 2.972
H -2.513 -1.145 2.307
H -1.206 -4.195 0.321
H 0.209 -3.154 0.103
H -0.042 -4.243 2.922
C 0.786 0.772 -3.325
N 0.106 -0.415 -2.744
O -1.104 -0.421 -2.737
O 0.818 -1.293 -2.308
H 0.027 1.467 -3.656
H 1.400 1.201 -2.539
H 1.406 0.433 -4.149
C 5.179 2.114 2.743
N 4.421 2.404 1.496
O 4.989 2.243 0.438
O 3.272 2.768 1.630
H 6.176 1.794 2.467
H 5.194 3.027 3.331
H 4.639 1.331 3.267
C -3.827 2.450 -2.284
N -2.426 2.435 -2.780
O -1.525 2.708 -2.005
O -2.263 2.156 -3.949
H -3.845 2.711 -1.234
H -4.355 3.187 -2.883
H -4.239 1.458 -2.446
C -5.411 0.715 2.045
N -5.337 1.417 0.742
O -4.856 2.535 0.715
O -5.771 0.835 -0.229
H -4.994 1.365 2.804
H -6.460 0.495 2.228
H -4.833 -0.203 1.950
C 1.178 -8.317 2.277
N 1.282 -9.748 1.882
O 2.388 -10.248 1.820
O 0.246 -10.336 1.648
H 2.175 -7.934 2.452
H 0.693 -7.776 1.470
H 0.568 -8.276 3.174
C 0.634 5.450 -4.097
N 1.131 4.217 -4.771
O 1.673 3.394 -4.062
O 0.940 4.103 -5.963
H 0.865 5.369 -3.043
H 1.134 6.298 -4.557
H -0.437 5.508 -4.261
C -1.572 6.105 -0.049
N -2.206 6.480 -1.343
O -1.485 6.650 -2.307
O -3.414 6.580 -1.358
H -0.500 6.049 -0.198
H -1.843 6.869 0.673
H -1.981 5.142 0.241
*
```